Below is a 2-piece molecular cluster, C10H24 overall in a non-equilibrium geometry, with properties calculated with the ωB97M-V functional and the def2-TZVPD basis.

Last column: Löwdin charge in e.
Geometry (Å):
C  1.293  3.070  2.690  -0.087
C  -0.186  1.196  2.220  -0.077
C  -0.457  3.457  0.979  -0.077
C  1.397  1.938  0.367  -0.062
C  0.506  2.415  1.567  -0.667
H  1.925  3.807  2.166  0.082
H  1.947  2.376  3.243  0.087
H  0.656  3.606  3.414  0.087
H  0.573  0.415  2.392  0.083
H  -0.951  0.799  1.531  0.071
H  -0.670  1.435  3.182  0.083
H  -1.156  3.723  1.790  0.083
H  -1.029  2.992  0.159  0.083
H  0.011  4.382  0.601  0.086
H  2.185  1.246  0.710  0.084
H  1.876  2.858  -0.009  0.079
H  0.849  1.462  -0.464  0.057
C  0.194  -1.218  -0.749  -0.054
C  0.068  -2.536  -2.909  -0.107
C  -0.331  -3.835  -0.823  -0.062
C  -2.006  -2.134  -1.740  -0.081
C  -0.488  -2.429  -1.527  -0.640
H  1.269  -1.437  -0.636  0.086
H  -0.232  -1.023  0.250  0.065
H  0.082  -0.309  -1.363  0.065
H  0.246  -1.505  -3.260  0.084
H  -0.603  -3.040  -3.623  0.087
H  1.032  -3.072  -2.892  0.087
H  -0.720  -4.728  -1.339  0.082
H  -0.888  -3.703  0.120  0.075
H  0.732  -4.003  -0.582  0.076
H  -2.599  -2.065  -0.813  0.080
H  -2.412  -2.952  -2.358  0.078
H  -2.110  -1.187  -2.296  0.082

Results
Maximum force in eV/A: 1.8
Energy in a.u.: -395.396780
Kohn-Sham gap in eV: 11.52
Energy relative to the best compared isomer or geometry (same formula, charge and spin) in eV: 0.6263